1.
ORCA calculation (ωB97M-V/def2-TZVPD) on a cluster of 12 separate species, C42H112B5F20N7O14 in total in a non-equilibrium geometry.

Each line ends with the Mulliken charge.
Atoms and positions in Å:
C1 1.22 0.42 3.03  -1.23
O1 0.24 -0.15 2.18  0.43
C2 0.62 -1.36 1.54  0.90
C3 -0.08 -1.71 0.25  -1.09
N1 0.31 -0.87 -0.98  1.21
H1 1.29 -0.90 -1.24  0.05
H2 -0.13 -0.95 -1.88  -0.51
C4 0.17 0.70 -0.72  0.18
C5 0.67 1.50 -1.92  -0.94
O2 -0.10 1.20 -3.06  0.61
C6 0.35 2.08 -4.12  -1.01
H3 2.20 0.67 2.62  0.21
H4 1.39 -0.05 4.00  0.83
H5 0.94 1.42 3.34  0.38
H6 0.30 -1.99 2.38  0.68
H7 1.69 -1.59 1.49  -0.96
H8 -1.15 -1.50 0.34  0.37
H9 0.11 -2.74 -0.05  0.47
H10 0.83 1.05 0.07  -0.60
H11 -0.89 0.83 -0.52  0.70
H12 1.74 1.35 -2.06  0.77
H13 0.59 2.57 -1.70  -0.35
H14 0.83 3.03 -3.89  0.40
H15 -0.49 2.29 -4.78  0.33
H16 1.05 1.57 -4.78  0.14
C7 -7.75 -3.13 -4.75  -0.91
O3 -6.76 -2.27 -4.17  -0.16
C8 -7.22 -0.91 -4.27  -0.80
C9 -6.04 -0.01 -4.05  -0.47
N2 -4.82 -0.50 -4.88  0.19
H17 -4.63 -1.45 -4.58  0.53
H18 -5.03 -0.52 -5.87  0.34
C10 -3.59 0.43 -4.85  -0.29
C11 -2.42 -0.30 -5.54  -0.99
O4 -2.78 -0.62 -6.85  0.08
C12 -2.81 0.43 -7.84  -1.01
H19 -7.43 -4.17 -4.77  0.27
H20 -7.94 -2.89 -5.80  0.37
H21 -8.64 -3.06 -4.13  0.31
H22 -7.97 -0.66 -3.52  0.43
H23 -7.74 -0.72 -5.21  0.47
H24 -5.68 0.11 -3.02  0.26
H25 -6.30 0.95 -4.47  0.40
H26 -3.43 0.55 -3.78  -0.32
H27 -3.84 1.33 -5.42  0.56
H28 -2.37 -1.26 -5.03  0.06
H29 -1.45 0.16 -5.34  0.46
H30 -3.36 0.10 -8.73  0.21
H31 -1.75 0.66 -7.96  0.36
H32 -3.29 1.32 -7.44  0.33
C13 1.18 -1.49 -4.86  -0.46
O5 0.32 -1.97 -5.85  0.05
C14 0.91 -2.57 -6.97  -0.50
C15 0.19 -2.61 -8.24  -0.94
N3 -1.35 -2.87 -8.08  0.34
H33 -1.80 -2.07 -7.65  -0.12
H34 -1.71 -2.79 -9.02  0.49
C16 -1.62 -4.19 -7.43  -0.39
C17 -3.13 -4.59 -7.48  -0.69
O6 -3.93 -3.45 -7.94  -0.26
C18 -5.32 -3.69 -7.98  -0.80
H35 1.76 -2.33 -4.48  0.56
H36 0.55 -1.25 -4.00  -0.63
H37 1.75 -0.67 -5.29  0.50
H38 1.14 -3.62 -6.80  0.39
H39 1.91 -2.16 -7.13  0.50
H40 0.62 -3.38 -8.88  0.42
H41 0.27 -1.69 -8.82  0.41
H42 -1.22 -4.14 -6.42  0.27
H43 -1.06 -4.93 -8.00  0.44
H44 -3.51 -4.89 -6.50  0.40
H45 -3.24 -5.45 -8.13  0.47
H46 -5.70 -4.06 -7.03  0.26
H47 -5.45 -4.48 -8.72  0.39
H48 -5.88 -2.81 -8.31  0.26
C19 5.97 -0.09 2.38  -0.53
O7 5.89 -1.54 2.11  -0.47
C20 4.64 -2.15 2.50  2.07
C21 4.70 -3.56 1.99  -0.98
N4 5.20 -3.49 0.52  0.28
H49 4.83 -2.70 0.00  0.01
H50 6.17 -3.24 0.63  0.55
C22 5.18 -4.79 -0.33  -0.64
C23 6.05 -4.57 -1.50  -0.52
O8 7.34 -4.06 -1.16  -0.35
C24 8.12 -3.88 -2.34  -0.83
H51 5.90 -0.01 3.47  0.18
H52 5.10 0.46 2.02  0.19
H53 6.92 0.35 2.08  0.32
H54 3.81 -1.60 2.06  -0.54
H55 4.68 -2.01 3.58  -0.84
H56 3.79 -4.16 2.03  0.25
H57 5.46 -4.23 2.40  0.61
H58 4.12 -4.97 -0.51  0.29
H59 5.59 -5.56 0.33  0.41
H60 5.49 -3.87 -2.11  0.36
H61 6.19 -5.55 -1.96  0.45
H62 7.56 -3.67 -3.25  0.33
H63 8.63 -4.80 -2.65  0.34
H64 8.90 -3.15 -2.16  0.30
C25 -2.82 2.05 2.58  -0.66
O9 -3.27 1.84 3.94  -0.47
C26 -2.35 1.13 4.84  0.68
C27 -3.26 0.36 5.85  -1.12
N5 -4.56 1.02 6.28  -0.15
H65 -5.24 0.87 5.55  0.38
H66 -5.01 0.49 7.02  0.39
C28 -4.44 2.49 6.86  -0.37
C29 -3.82 2.41 8.26  -0.76
O10 -2.48 1.94 8.31  -0.33
C30 -1.55 2.94 8.01  -0.63
H67 -2.86 1.10 2.05  0.31
H68 -1.78 2.37 2.66  0.30
H69 -3.47 2.79 2.11  0.25
H70 -1.63 1.76 5.34  0.06
H71 -1.66 0.41 4.38  -0.17
H72 -2.67 0.23 6.75  0.42
H73 -3.68 -0.56 5.45  0.51
H74 -5.49 2.76 6.92  0.47
H75 -3.87 3.11 6.16  0.22
H76 -4.42 1.81 8.95  0.43
H77 -4.06 3.32 8.81  0.42
H78 -1.54 3.24 6.96  0.21
H79 -0.55 2.66 8.34  0.26
H80 -1.76 3.88 8.51  0.36
C31 2.02 -3.84 4.76  -0.71
O11 2.96 -3.00 5.49  -0.16
C32 4.17 -3.60 5.84  -0.52
C33 5.26 -2.65 6.47  -0.73
N6 4.60 -1.73 7.52  0.56
H81 3.85 -1.14 7.18  -0.22
H82 4.04 -2.30 8.14  0.46
C34 5.49 -0.71 8.33  -0.74
C35 5.07 -0.73 9.74  -0.57
O12 4.90 -2.15 9.99  -0.38
C36 4.55 -2.44 11.24  -0.80
H83 1.12 -3.26 4.58  0.16
H84 1.83 -4.73 5.36  0.39
H85 2.39 -4.26 3.82  0.21
H86 4.67 -3.93 4.93  0.16
H87 3.96 -4.42 6.53  0.68
H88 5.51 -2.00 5.64  0.35
H89 6.02 -3.24 6.98  0.41
H90 5.40 0.27 7.86  0.39
H91 6.53 -1.03 8.29  0.46
H92 4.10 -0.27 9.87  0.36
H93 5.75 -0.32 10.49  0.50
H94 3.79 -1.75 11.60  0.37
H95 5.41 -2.53 11.90  0.27
H96 4.13 -3.44 11.19  0.27
C37 0.63 8.83 -0.14  -0.80
O13 -0.35 7.79 -0.18  -0.43
C38 -0.66 7.51 -1.53  -0.59
C39 -2.00 6.78 -1.65  0.16
N7 -2.16 5.89 -0.35  -0.04
H97 -1.60 6.35 0.36  0.54
H98 -3.10 5.74 0.00  0.47
C40 -1.62 4.44 -0.51  -1.08
C41 -2.52 3.57 -1.39  1.08
O14 -3.84 3.49 -0.77  -0.47
C42 -4.86 3.00 -1.57  -0.75
H99 0.31 9.66 -0.76  0.35
H100 1.62 8.58 -0.52  0.31
H101 0.80 9.09 0.91  0.29
H102 0.19 6.89 -1.83  0.26
H103 -0.58 8.36 -2.21  0.59
H104 -2.13 6.08 -2.47  -0.28
H105 -2.76 7.54 -1.52  0.41
H106 -1.52 3.97 0.47  0.12
H107 -0.59 4.42 -0.89  0.11
H108 -2.21 2.53 -1.41  -0.20
H109 -2.55 4.01 -2.39  -0.03
H110 -4.80 3.39 -2.58  0.36
H111 -5.81 3.31 -1.12  0.40
H112 -4.79 1.92 -1.72  0.13
B1 3.48 -1.18 -1.07  -0.48
F1 2.97 -2.37 -0.59  -0.41
F2 2.88 -0.99 -2.31  0.11
F3 3.22 -0.05 -0.24  -0.12
F4 4.87 -1.33 -1.22  -0.29
B2 -2.83 -1.84 -2.22  -0.12
F5 -1.54 -1.84 -2.66  -0.34
F6 -3.23 -0.59 -1.89  -0.21
F7 -3.64 -2.30 -3.29  -0.37
F8 -2.93 -2.70 -1.18  -0.31
B3 2.01 3.87 0.57  0.05
F9 3.07 3.04 0.49  -0.24
F10 1.88 4.43 -0.66  -0.34
F11 0.87 3.28 1.08  0.06
F12 2.39 4.90 1.44  -0.35
B4 2.64 0.67 6.75  0.23
F13 3.37 1.24 7.80  -0.39
F14 2.14 -0.49 7.23  -0.46
F15 1.64 1.50 6.31  -0.32
F16 3.42 0.43 5.74  -0.02
B5 -1.92 5.32 -5.28  0.17
F17 -1.15 5.05 -4.13  -0.17
F18 -3.07 5.95 -4.86  -0.41
F19 -1.23 6.14 -6.15  -0.31
F20 -2.22 4.12 -5.90  -0.30

Kohn-Sham gap (alpha / beta) in eV: 8.4 / 2.4
Lowest unoccupied orbital energy (alpha / beta) in eV: -5.7669 / -11.7310
Maximum force in eV Å⁻¹: 5.39
Spin multiplicity: 2
HOMO energy (alpha / beta) in hartree: -0.52067 / -0.52067
Charge: +3
E_tot in eV: -142192.6827
ΔE to the lowest compared entry with this formula, charge and spin in kcal/mol: 0.0

***

2.
ORCA calculation (ωB97M-V/def2-TZVPD) on a cluster of 2 separate species, C2H11N2O in total in a non-equilibrium geometry.

Each line ends with the Mulliken charge.
Atoms and positions in Å:
C1 -1.80 -0.35 -0.55  -1.24
N1 -1.72 0.63 0.59  -2.43
H1 -2.85 -0.36 -0.83  0.78
H2 -1.19 0.05 -1.35  0.24
H3 -1.46 -1.34 -0.24  0.27
H4 -2.54 0.50 1.21  1.05
H5 -1.68 1.63 0.14  0.90
H6 -0.88 0.46 1.16  0.45
N2 1.19 -0.08 0.97  -0.58
C2 2.01 -0.05 -0.28  -0.58
O1 1.27 -0.25 -1.45  -0.41
H7 1.49 -0.84 1.56  0.24
H8 1.43 0.78 1.44  0.36
H9 2.32 0.99 -0.36  0.33
H10 2.87 -0.69 -0.12  0.31
H11 1.53 -1.06 -1.89  0.29

Kohn-Sham gap (alpha / beta) in eV: 3.8 / 11.2
Lowest unoccupied orbital energy (alpha / beta) in eV: 0.5850 / 0.4982
Maximum force in eV Å⁻¹: 1.52
Spin multiplicity: 2
HOMO energy (alpha / beta) in hartree: -0.11722 / -0.39253
Charge: 0
E_tot in eV: -7276.4399
ΔE to the lowest compared entry with this formula, charge and spin in kcal/mol: 13.3

***

3.
ORCA calculation (ωB97M-V/def2-TZVPD) on a structure of composition C35H94F6N2O16S2 in a non-equilibrium geometry.

Each line ends with the Mulliken charge.
Atoms and positions in Å:
N1 0.37 3.41 0.75  1.26
H1 1.32 3.39 1.14  0.38
H2 0.35 3.88 -0.18  0.30
H3 -0.37 3.85 1.34  0.88
H4 0.05 2.40 0.75  -0.88
C1 2.23 0.29 -0.28  0.45
F1 2.77 1.38 0.20  -0.03
F2 1.58 0.50 -1.42  -0.09
F3 3.12 -0.64 -0.55  0.03
S1 1.01 -0.47 0.98  0.19
O1 0.60 -1.77 0.53  -0.02
O2 1.69 -0.39 2.26  -0.31
N2 -0.28 0.68 0.95  -0.90
S2 -1.51 -0.04 0.33  -0.60
O3 -1.28 -0.54 -1.03  0.60
O4 -2.12 -1.06 1.15  -0.32
C2 -2.77 1.36 0.23  0.01
F4 -2.25 2.43 -0.36  -0.07
F5 -3.83 0.94 -0.44  -0.18
F6 -3.11 1.69 1.48  -0.10
O5 -1.30 4.39 2.58  -0.63
H5 -1.16 5.22 3.06  0.25
H6 -1.51 3.73 3.26  0.22
C3 5.57 -2.64 -1.68  -0.61
C4 5.41 -2.55 -3.19  0.92
C5 5.35 -1.15 -3.73  -1.29
O6 6.45 -3.30 -3.82  -0.58
H7 5.57 -3.71 -1.45  0.36
H8 4.65 -2.37 -1.16  -0.28
H9 6.46 -2.09 -1.36  0.49
H10 4.45 -2.98 -3.48  -0.24
H11 6.22 -0.54 -3.44  0.37
H12 4.45 -0.61 -3.45  0.12
H13 5.36 -1.15 -4.82  0.41
H14 7.26 -2.88 -3.51  0.36
C6 -4.62 -2.01 3.30  -0.32
C7 -5.84 -1.11 3.39  0.30
C8 -5.58 0.33 2.94  -0.77
O7 -6.98 -1.60 2.70  -0.59
H15 -4.87 -2.91 3.86  0.43
H16 -3.70 -1.67 3.78  -0.01
H17 -4.32 -2.25 2.28  -0.37
H18 -6.14 -1.02 4.45  0.36
H19 -6.41 0.96 3.26  0.47
H20 -5.55 0.44 1.85  0.17
H21 -4.61 0.69 3.29  0.00
H22 -7.71 -1.06 3.03  0.33
C9 6.08 -1.59 4.24  -1.71
C10 4.99 -1.26 3.18  1.31
C11 5.22 -2.00 1.88  -0.71
O8 3.80 -1.67 3.84  -0.61
H23 6.07 -2.63 4.55  0.38
H24 5.86 -1.04 5.15  0.41
H25 7.07 -1.34 3.85  0.38
H26 5.02 -0.18 3.03  -0.38
H27 5.43 -3.06 2.06  0.35
H28 6.02 -1.59 1.27  0.35
H29 4.30 -2.03 1.29  -0.16
H30 3.04 -1.36 3.32  0.32
C12 2.55 4.05 -2.30  -1.18
C13 1.11 4.20 -2.79  0.46
C14 0.41 2.93 -3.16  -0.87
O9 0.35 4.81 -1.74  -0.87
H31 3.17 3.31 -2.82  0.43
H32 2.45 3.46 -1.38  -0.05
H33 3.14 4.95 -2.17  0.40
H34 1.12 4.82 -3.70  0.42
H35 0.19 2.24 -2.35  -0.20
H36 1.02 2.38 -3.89  0.46
H37 -0.56 2.99 -3.67  0.41
H38 -0.51 4.99 -2.14  0.08
C15 -0.77 1.94 5.91  -1.65
C16 -0.50 0.98 4.78  1.13
C17 -1.29 -0.34 4.91  -1.15
O10 -0.88 1.60 3.56  -0.04
H39 0.00 2.72 5.89  0.38
H40 -0.62 1.49 6.89  0.43
H41 -1.76 2.39 5.88  0.32
H42 0.56 0.69 4.72  -0.01
H43 -2.33 -0.09 5.14  0.32
H44 -0.82 -1.04 5.60  0.47
H45 -1.22 -0.79 3.92  0.08
H46 -0.70 1.07 2.77  0.00
C18 -2.58 0.17 -4.74  -1.29
C19 -1.19 0.31 -5.41  0.66
C20 -0.15 -0.58 -4.75  -0.88
O11 -1.27 0.11 -6.80  -0.62
H47 -3.34 0.61 -5.41  0.52
H48 -2.66 0.55 -3.73  0.10
H49 -2.90 -0.87 -4.89  0.34
H50 -0.87 1.35 -5.25  -0.02
H51 -0.18 -0.50 -3.66  -0.05
H52 0.82 -0.16 -5.02  0.45
H53 -0.32 -1.63 -4.98  0.49
H54 -1.78 0.85 -7.13  0.38
C21 4.21 2.75 3.23  -0.93
C22 4.31 3.92 2.31  0.45
C23 5.08 3.74 1.00  -1.43
O12 2.98 4.43 1.95  -0.57
H55 5.19 2.43 3.58  0.46
H56 3.68 1.97 2.69  -0.18
H57 3.61 3.06 4.09  0.38
H58 4.80 4.76 2.81  0.38
H59 4.69 3.05 0.26  0.17
H60 6.08 3.37 1.24  0.41
H61 5.21 4.74 0.59  0.48
H62 3.19 5.18 1.39  0.27
C24 -1.53 -5.84 0.51  -1.30
C25 -0.67 -4.99 1.45  1.94
C26 -0.38 -5.70 2.76  -1.67
O13 0.53 -4.48 0.89  -0.49
H63 -1.01 -6.70 0.09  0.36
H64 -1.97 -5.25 -0.28  0.04
H65 -2.36 -6.19 1.14  0.48
H66 -1.25 -4.10 1.72  -0.60
H67 0.10 -6.67 2.58  0.37
H68 -1.28 -5.87 3.35  0.38
H69 0.33 -5.10 3.33  0.38
H70 0.59 -3.54 1.06  0.25
C27 -3.53 7.12 -2.27  -1.58
C28 -2.46 6.06 -2.20  0.35
C29 -3.01 4.64 -2.02  -0.63
O14 -1.57 6.13 -3.30  -0.52
H71 -4.23 6.86 -3.08  0.37
H72 -3.23 8.14 -2.47  0.38
H73 -4.11 7.10 -1.35  0.36
H74 -1.90 6.27 -1.28  0.23
H75 -2.20 3.93 -2.18  0.02
H76 -3.77 4.34 -2.75  0.50
H77 -3.37 4.45 -1.01  0.26
H78 -2.04 5.90 -4.11  0.34
C30 -5.78 -4.13 -0.85  -1.66
C31 -5.19 -2.77 -0.41  1.53
C32 -4.27 -2.23 -1.50  -0.49
O15 -6.28 -1.92 -0.16  -0.64
H79 -6.26 -4.03 -1.82  0.38
H80 -6.46 -4.51 -0.09  0.39
H81 -4.99 -4.87 -1.04  0.29
H82 -4.60 -3.01 0.48  -0.38
H83 -3.30 -2.70 -1.58  -0.13
H84 -3.91 -1.25 -1.17  -0.29
H85 -4.76 -2.00 -2.45  0.52
H86 -6.40 -1.71 0.78  0.29
C33 -0.61 -3.64 -2.34  -0.40
C34 0.65 -4.39 -2.75  -0.29
C35 1.99 -3.68 -2.63  -0.93
O16 0.75 -5.69 -2.13  -0.67
H87 -0.89 -2.94 -3.12  0.33
H88 -0.41 -3.17 -1.38  -0.14
H89 -1.47 -4.30 -2.28  0.31
H90 0.51 -4.67 -3.79  0.42
H91 1.91 -2.62 -2.89  0.23
H92 2.72 -4.16 -3.29  0.43
H93 2.43 -3.69 -1.63  0.26
H94 0.82 -5.53 -1.18  0.30

Kohn-Sham gap in eV: 9.0
Lowest unoccupied orbital energy in eV: -0.2132
Maximum force in eV Å⁻¹: 5.63
HOMO energy in hartree: -0.33768
Charge: 0
E_tot in eV: -111533.2036
ΔE to the lowest compared entry with this formula, charge and spin in kcal/mol: 5.1

***

Question: Look up the charge of the second one.
Answer: 0